12
Properties=species:S:1:pos:R:3:forces:R:3 method="wB97M-V/def2-TZVPD" e_above_lowest_kcal_mol=89.5 homo_lumo_gap_ev=8.90 homo_energy_ha=-0.30116 spin_multiplicity=1
O -0.4703 0.0511 -1.7762 -1.3 1.1 -0.7
C 0.1763 -0.1983 -0.5912 3.8 -2.8 -2.6
C 0.6715 0.9360 0.1704 1.1 1.3 2.3
C 0.1146 0.7557 1.5186 -0.1 2.5 2.3
O -0.6394 -0.2689 1.5720 0.1 0.1 0.6
C -0.5582 -1.0250 0.3717 -1.7 -2.4 0.9
H -1.0128 0.8229 -1.5606 -0.3 -0.1 -0.7
H 1.7439 0.9470 0.4299 0.0 -0.2 -0.6
H 0.5085 1.9839 -0.0789 -0.4 -0.1 -0.6
H 1.1342 -0.7746 -0.8963 -1.6 0.5 0.2
H -1.5956 -1.2806 0.1388 0.2 0.0 -0.6
H -0.0727 -1.9492 0.7016 0.1 0.0 -0.5

=====

16
Properties=species:S:1:pos:R:3:forces:R:3 method="wB97M-V/def2-TZVPD" e_above_lowest_kcal_mol=147.9 homo_lumo_gap_ev=9.57 homo_energy_ha=-0.32652 spin_multiplicity=1
C 1.5095 -0.8406 -0.1992 0.1 0.0 0.0
C 0.3902 -0.1080 0.4986 0.0 0.1 -0.2
C 0.0428 1.2810 0.3891 -0.1 0.0 0.1
C -1.0992 0.9769 -0.5652 -0.1 0.1 -0.2
C -1.0211 -0.4958 0.0858 0.0 0.1 0.3
O -1.1578 -1.6093 -0.7480 -0.3 -0.1 -0.1
H 1.7229 -1.7928 0.2972 0.0 0.1 -0.1
H 1.2195 -1.0775 -1.2307 0.0 0.0 0.1
H 2.4234 -0.2401 -0.1968 -0.1 -0.1 0.0
H 1.4229 0.5689 1.4995 0.0 0.1 0.0
H -0.2349 1.8412 1.2759 0.1 -0.1 -0.1
H 1.4322 1.4565 0.8830 0.0 -0.1 0.1
H -2.0445 1.5266 -0.4878 0.1 -0.1 0.0
H -0.7993 0.8742 -1.6123 0.0 0.0 0.1
H -1.7129 -0.5326 0.9371 0.1 0.0 -0.1
H -2.0936 -1.8287 -0.8260 0.1 0.0 0.0

=====

187
Properties=species:S:1:pos:R:3:forces:R:3 method="wB97M-V/def2-TZVPD" e_above_lowest_kcal_mol=54.0 homo_lumo_gap_ev=8.37 charge=-1 homo_energy_ha=-0.22832 spin_multiplicity=1
O 0.7599 3.3072 -0.0125 -0.5 0.6 -0.2
C 0.0776 2.4482 -0.4844 1.8 -1.6 0.5
O 0.5852 1.2331 -0.8238 -1.6 0.6 -0.4
B -0.5618 0.3702 -1.2472 -0.1 0.5 0.5
O -1.7835 1.2439 -1.2127 1.1 0.3 0.6
C -1.4294 2.4141 -0.7043 -1.6 0.6 -1.1
O -2.1900 3.3505 -0.5656 1.0 -0.6 0.3
O -0.6847 -0.7466 -0.2847 -0.6 -0.6 -1.0
C -0.7244 -1.8748 -1.0084 1.7 -0.1 1.3
O -0.6689 -2.9875 -0.5730 -0.6 -0.3 0.4
C -0.4330 -1.5503 -2.4539 -0.2 -0.1 -1.7
O -0.4326 -0.2277 -2.5714 0.4 -0.2 0.0
O -0.2143 -2.3485 -3.3376 -0.2 0.7 0.9
C -5.9411 -2.7273 -2.0711 -0.4 0.4 0.7
C -5.0209 -2.3388 -0.9228 0.8 -0.3 1.0
C -3.7589 -3.1599 -0.8527 0.8 -0.4 -0.5
O -4.5588 -0.9808 -1.0579 -0.9 0.1 -0.7
H -5.9087 -3.7933 -2.2950 0.5 0.1 -0.2
H -5.7186 -2.0925 -2.9275 -0.1 -0.2 -0.2
H -6.9664 -2.5957 -1.7210 -0.1 0.5 -0.4
H -5.5368 -2.4375 0.0357 -0.3 0.1 0.0
H -3.7746 -4.2510 -0.8904 -0.8 -0.1 0.0
H -3.1802 -2.9391 0.0448 0.1 0.3 -0.1
H -3.2107 -2.8705 -1.7518 0.4 0.0 0.1
H -4.1279 -0.6621 -0.2606 0.0 -0.3 0.2
C -0.9033 5.5488 -4.5791 0.3 0.0 -0.6
C -2.3852 5.8817 -4.5263 -1.7 -1.3 1.2
C -3.1092 5.3726 -3.2429 0.4 -0.7 -0.2
O -2.7545 7.2304 -4.6575 0.6 1.0 -0.1
H -0.7963 4.5503 -5.0037 -0.1 -0.1 0.0
H -0.2957 5.5214 -3.6739 -0.4 0.4 0.3
H -0.4510 6.2354 -5.2972 0.2 0.0 0.1
H -2.8422 5.3964 -5.3916 0.0 -0.1 0.0
H -2.8924 4.3234 -3.0358 0.4 0.1 0.1
H -4.1995 5.3903 -3.2107 0.0 0.4 -0.7
H -2.8061 5.9769 -2.3839 0.4 -0.1 0.1
H -2.8396 7.5507 -3.7551 0.0 0.4 -0.1
C 0.8158 -3.2576 -6.7256 0.4 0.6 -1.6
C 0.5002 -4.6921 -7.0928 1.1 -0.7 1.0
C 1.6457 -5.7085 -6.8001 -1.0 1.2 -0.9
O -0.5728 -5.1367 -6.3093 -1.4 -0.4 -0.1
H -0.0021 -2.5968 -7.0179 -0.3 -0.2 0.2
H 1.6124 -2.9546 -7.4122 0.4 0.2 0.3
H 1.0748 -3.0081 -5.6975 0.0 -0.5 0.1
H 0.2572 -4.7985 -8.1514 -0.4 0.3 0.0
H 1.1870 -6.6766 -6.9967 0.3 -0.2 0.4
H 1.8672 -5.4987 -5.7534 0.7 -0.6 0.0
H 2.4702 -5.5906 -7.5028 0.3 0.1 0.4
H -0.2311 -5.4366 -5.4625 0.0 0.1 0.1
C -0.6203 1.5685 -5.2811 -0.1 -1.4 0.4
C -1.7237 0.8128 -6.0068 -0.9 -0.6 0.7
C -2.2012 -0.5076 -5.2851 0.8 0.4 -0.9
O -2.9054 1.6495 -6.1325 0.2 -0.3 0.1
H -0.2907 2.4684 -5.7962 0.1 -0.1 0.0
H 0.1658 0.8283 -5.1136 0.5 0.3 -0.4
H -0.9197 1.7555 -4.2489 -0.3 0.5 -0.2
H -1.4709 0.5479 -7.0355 0.5 -0.1 0.0
H -2.9386 -0.9308 -5.9677 -0.8 0.3 0.7
H -2.4319 -0.3448 -4.2333 -0.9 0.3 -0.3
H -1.5162 -1.3557 -5.2133 0.9 0.6 -0.3
H -2.7400 2.2308 -6.8793 -0.1 0.1 0.1
C -4.3138 -5.1235 2.4140 0.5 0.9 0.8
C -2.7766 -5.1543 2.5929 -0.5 0.4 -1.7
C -2.1227 -5.6700 1.3245 0.1 -1.4 -1.0
O -2.3097 -3.7993 2.7526 -0.5 -0.5 0.8
H -4.7944 -6.0920 2.2839 0.3 -0.1 -0.4
H -4.4978 -4.4043 1.6155 -0.3 -0.4 -0.3
H -4.7963 -4.6946 3.2953 0.2 0.1 0.2
H -2.5112 -5.8367 3.4023 0.2 0.4 0.4
H -2.0123 -5.0106 0.4622 -0.1 0.8 0.5
H -2.7213 -6.4576 0.8581 0.0 -0.4 0.4
H -1.1283 -6.0923 1.4810 0.1 0.1 0.2
H -1.5179 -3.7105 2.2148 0.0 0.0 -0.1
C -5.1881 3.7764 2.8367 -0.2 -1.3 0.8
C -4.8321 2.9538 1.6200 -2.2 0.3 -1.5
C -6.0043 2.1222 0.9349 0.2 0.9 1.1
O -4.5716 3.9558 0.6534 1.0 0.2 -0.6
H -5.3865 3.0535 3.6335 0.0 0.4 0.5
H -6.0741 4.3953 2.6988 -0.1 -0.2 -0.3
H -4.3706 4.4489 3.0917 0.1 -0.2 0.1
H -4.0071 2.2498 1.7432 0.3 0.3 0.3
H -6.5184 1.3781 1.5467 0.6 -0.4 0.1
H -5.5860 1.7347 0.0076 -0.2 -0.3 0.1
H -6.8324 2.7915 0.6934 0.3 0.4 -0.2
H -3.6656 3.8420 0.3335 -0.2 0.1 -0.3
C 3.9577 4.8656 0.1778 -0.3 -1.7 -1.1
C 4.6778 3.8408 1.1024 0.7 2.1 1.4
C 6.1708 4.0752 1.3542 0.9 -1.0 -1.7
O 4.1695 4.0176 2.4536 -0.9 -0.6 -0.4
H 3.3609 4.2938 -0.5395 -0.7 -0.3 0.6
H 4.4947 5.3672 -0.6298 0.9 0.7 1.0
H 3.2583 5.4619 0.7596 0.2 0.4 -0.3
H 4.4631 2.8213 0.7889 0.1 0.0 0.1
H 6.5949 3.2110 1.8669 -0.2 0.0 0.2
H 6.4802 4.9585 1.9115 -0.7 0.2 0.0
H 6.7117 4.1141 0.4030 0.1 0.1 -0.1
H 4.1183 4.9721 2.5528 -0.1 0.0 0.3
C -1.0302 9.9933 3.3551 1.5 0.1 1.1
C -1.5860 8.5574 3.2874 -0.4 0.0 0.3
C -2.2486 8.4346 1.8904 -0.7 -1.3 -0.1
C -2.3770 7.0029 1.2704 -0.2 1.3 0.7
C -1.1014 6.2582 1.4482 0.0 -0.7 1.2
C -0.5988 6.2364 2.9455 -0.1 -1.2 -2.4
N -0.4580 7.6395 3.3916 0.6 -1.1 -2.0
O 0.2019 7.7065 4.6066 -0.2 0.0 1.6
C -1.5436 5.2495 3.7441 -0.3 2.2 -0.2
C 0.7577 5.5097 2.7928 0.1 -0.2 1.5
C -2.6379 8.2490 4.4252 -0.2 -0.1 -1.3
H -0.3149 10.2209 2.5622 -0.6 -0.2 -0.7
H -0.3180 10.0909 4.1808 -0.4 -0.3 0.6
H -1.7128 10.8272 3.5141 -0.5 -0.3 -0.4
H -3.2569 8.8151 2.0634 0.0 0.4 -0.4
H -1.7359 8.9991 1.1119 0.1 0.4 0.4
H -2.6145 7.1098 0.2111 -0.1 0.0 0.0
H -3.1731 6.4026 1.7131 -0.2 0.2 0.0
H -0.2767 6.5937 0.8194 -0.1 0.1 -0.1
H -1.3694 5.2215 1.2378 0.7 -0.1 -0.4
H -1.2797 5.3586 4.7958 -0.1 -0.7 0.1
H -2.5579 5.6340 3.6222 0.0 0.1 0.3
H -1.6493 4.2464 3.3349 0.9 -0.1 0.2
H 1.1239 5.2972 3.8009 0.3 0.0 0.0
H 0.6224 4.5353 2.3244 -0.2 0.1 -0.1
H 1.5743 5.9861 2.2492 -0.4 0.6 -0.1
H -3.3784 7.5473 4.0343 0.0 0.0 -0.2
H -3.2234 9.1379 4.6610 0.3 0.1 0.5
H -2.2137 7.7068 5.2681 0.2 0.7 0.2
H 1.1059 7.9865 4.4376 0.0 0.0 -0.4
C 5.1547 -1.2732 2.7816 -1.6 0.7 1.2
C 4.3133 -1.6785 4.0766 0.5 -1.5 -0.3
C 3.8568 -0.4110 4.8119 -0.6 -0.1 -0.8
C 2.6358 0.2675 4.1548 0.5 -0.3 1.2
C 1.4713 -0.7072 3.9880 1.0 -0.6 -1.1
C 1.8537 -2.0377 3.2743 0.9 1.7 -1.2
N 3.1587 -2.5916 3.7896 -1.1 2.2 1.6
O 3.5846 -3.7054 3.0764 0.0 -0.5 -0.7
C 0.7653 -3.0798 3.5784 1.1 -0.2 -0.9
C 2.0045 -1.6279 1.7162 -0.8 -2.1 0.5
C 5.2399 -2.4850 5.0792 0.3 1.3 -1.4
H 5.9394 -0.6057 3.1387 0.6 -0.6 -0.2
H 4.5407 -0.5868 2.1955 -0.1 -0.2 -0.2
H 5.4188 -2.1185 2.1502 0.4 0.0 0.3
H 3.5971 -0.6493 5.8441 0.1 -0.1 0.0
H 4.7082 0.2711 4.8032 0.0 0.1 0.2
H 2.9496 0.7790 3.2447 -0.3 -0.2 -0.3
H 2.3059 1.0515 4.8391 0.0 0.2 -0.1
H 0.8431 -0.2209 3.2426 -0.8 -0.1 0.6
H 0.9552 -1.0063 4.9003 0.0 0.7 0.2
H 1.0552 -3.9104 2.9303 -0.5 -0.5 0.3
H 0.8320 -3.3537 4.6314 0.0 -0.1 0.0
H -0.2664 -2.8183 3.3574 0.2 0.5 -0.1
H 1.5772 -0.6854 1.3770 0.4 0.3 0.5
H 3.0239 -1.7976 1.3753 0.0 0.3 0.0
H 1.3970 -2.3442 1.1541 0.0 -0.2 -0.1
H 6.2255 -2.0454 4.9074 0.2 -0.1 0.4
H 5.3507 -3.5360 4.8194 -0.3 0.0 0.2
H 4.9665 -2.2819 6.1128 -0.2 -0.4 0.0
H 3.3007 -4.4288 3.6438 0.1 -0.2 -0.1
C 3.5853 -7.5859 1.3194 0.0 -0.1 0.6
C 3.6017 -6.7562 0.0475 0.2 1.0 0.6
C 4.1385 -7.6824 -1.0521 0.6 0.3 -0.9
C 3.8807 -7.2598 -2.4969 -1.8 0.6 1.1
C 2.3402 -7.0344 -2.5752 0.6 -1.0 -0.7
C 1.7158 -6.0309 -1.5821 0.7 -0.4 0.0
N 2.2448 -6.2405 -0.2025 -0.2 -2.5 -2.1
O 1.6909 -5.4142 0.7542 0.7 0.4 0.0
C 2.0746 -4.6417 -2.1510 0.3 0.7 0.3
C 0.2054 -6.3054 -1.5365 -0.5 1.6 -0.3
C 4.6000 -5.5854 0.3042 0.2 -0.8 -0.6
H 3.0232 -8.5110 1.1897 -0.3 0.1 0.0
H 3.1773 -6.9869 2.1345 -0.2 -0.2 0.0
H 4.5884 -7.8790 1.6362 0.2 0.1 -0.2
H 5.2261 -7.7450 -0.9716 0.0 0.0 0.6
H 3.7801 -8.7069 -0.9406 -0.3 0.1 0.2
H 4.2472 -8.0471 -3.1545 -0.2 0.1 -0.2
H 4.3492 -6.3073 -2.7492 0.3 -0.1 0.0
H 1.8144 -7.9912 -2.5213 0.2 -0.2 0.5
H 2.0999 -6.7178 -3.5922 -0.2 0.3 0.1
H 3.1244 -4.4013 -1.9685 0.2 -0.3 0.0
H 1.9719 -4.5828 -3.2348 -0.4 -0.1 0.0
H 1.5558 -3.7851 -1.7182 -0.4 -0.3 0.1
H -0.2348 -5.3533 -1.2312 -0.3 -0.2 0.5
H -0.2669 -6.4382 -2.5126 0.4 -0.3 -0.3
H -0.1233 -7.1127 -0.8851 0.4 0.0 0.1
H 5.5871 -6.0487 0.2653 0.2 0.3 0.3
H 4.4442 -5.1194 1.2762 0.0 0.1 -0.1
H 4.5777 -4.8446 -0.4954 -0.1 0.1 0.1
H 2.2192 -4.6057 0.6812 -0.2 0.5 0.4

=====

13
Properties=species:S:1:pos:R:3:forces:R:3 method="wB97M-V/def2-TZVPD" e_above_lowest_kcal_mol=66.5 homo_lumo_gap_ev=10.67 smiles="C=NC.C=N" homo_energy_ha=-0.35078 spin_multiplicity=1
C 0.7567 -0.2135 1.3263 -0.7 -0.7 -0.1
N 1.3558 0.6679 0.6649 0.5 0.2 0.3
C 2.0954 0.2136 -0.5175 -0.1 0.0 0.4
H 0.2616 -0.0287 2.2771 0.0 0.6 0.0
H 0.5937 -1.2428 0.9849 0.4 -0.1 -0.1
H 1.4333 -0.2450 -1.2513 0.0 0.0 -0.1
H 2.6270 1.0565 -0.9429 -0.1 0.1 -0.2
H 2.8556 -0.5011 -0.1916 -0.1 -0.1 -0.2
C -2.7661 -0.1036 -0.4584 0.3 -0.3 0.0
N -1.5480 -0.0793 -0.7873 0.2 -0.1 0.2
H -3.2931 -1.0479 -0.6027 -0.3 0.3 -0.1
H -3.2832 0.7380 -0.0012 -0.2 0.0 0.1
H -1.0887 0.7861 -0.5006 -0.1 0.2 -0.3